6 unconnected molecules or ions with the total composition C34H60B2O12. Source: the OMol25 dataset; level of theory: wB97M-V/def2-TZVPD.

Results
HOMO energy (eV): -9.301

Geometry (Å):
C 2.3316 1.4553 -0.4076
C 1.3342 1.1476 0.7097
O 0.1678 1.9928 0.6496
B -0.9460 1.4173 0.0690
O -2.1733 1.5954 0.6488
C -0.7246 0.6154 -1.2741
C -0.1859 1.3439 -2.3394
C 0.1180 0.7629 -3.5690
B 0.7914 1.6120 -4.7165
O 0.0962 2.4229 -5.5674
O 2.1542 1.5573 -4.8150
C -0.1648 -0.5945 -3.6972
C -0.7224 -1.3463 -2.6538
C -1.0018 -0.7568 -1.4176
C -1.5631 -1.5329 -0.2554
C -0.6976 -2.7183 0.2062
C -1.4700 -3.8462 0.8895
O -2.6261 -4.2917 0.2019
C -0.9880 -2.7839 -2.9657
O -1.9830 -3.3675 -2.6127
C 0.0624 -3.4342 -3.8029
C 0.4514 -4.7501 -3.5952
C 1.4653 -5.2872 -4.3763
C 2.0815 -4.5181 -5.3602
C 1.6744 -3.2116 -5.5935
C 0.6650 -2.6723 -4.8066
C 0.1640 -1.2848 -4.9725
O 0.0078 -0.7570 -6.0508
H 2.4647 0.5853 -1.0406
H 1.9926 2.2994 -1.0010
H 3.3166 1.7006 -0.0157
H 1.0580 0.0939 0.6513
H 1.7887 1.2877 1.6887
H -2.1297 1.4503 1.6025
H 0.0277 2.3950 -2.1836
H -0.8224 2.1519 -5.6464
H 2.4746 2.1147 -5.5335
H -1.6900 -0.8766 0.6015
H -2.5619 -1.8734 -0.5290
H -0.0384 -2.3281 0.9870
H -0.0389 -3.0836 -0.5796
H -1.7540 -3.4980 1.8861
H -0.8318 -4.7218 0.9740
H -3.3510 -3.6794 0.3468
H -0.0207 -5.3362 -2.8199
H 1.7940 -6.3069 -4.2382
H 2.8834 -4.9241 -5.9595
H 2.1367 -2.5985 -6.3529
C -6.5190 -5.1705 -0.7470
C -6.4284 -5.4431 0.7465
C -7.2272 -6.6759 1.1398
O -6.8732 -4.3044 1.4863
H -7.5577 -4.9837 -1.0350
H -5.9390 -4.2863 -1.0122
H -6.1462 -6.0142 -1.3283
H -5.3828 -5.5835 1.0246
H -8.2860 -6.5319 0.9059
H -7.1475 -6.8561 2.2119
H -6.8754 -7.5620 0.6101
H -7.7968 -4.1516 1.2604
C 6.2721 1.5298 -2.4409
C 5.5329 0.3254 -3.0043
C 5.6606 0.2488 -4.5183
O 4.1596 0.3651 -2.6246
H 5.8505 2.4545 -2.8451
H 6.1716 1.5669 -1.3558
H 7.3334 1.4982 -2.6912
H 5.9319 -0.5874 -2.5592
H 5.2210 1.1376 -4.9791
H 5.1257 -0.6204 -4.9017
H 6.7049 0.1812 -4.8270
H 3.7698 1.1607 -3.0077
C -1.7870 2.7405 3.7764
C -0.5136 1.9596 4.0443
C 0.7058 2.8664 4.0823
O -0.3355 0.9567 3.0354
H -1.7177 3.2405 2.8065
H -2.6520 2.0737 3.7508
H -1.9588 3.5057 4.5329
H -0.6026 1.4247 4.9913
H 0.8296 3.3756 3.1220
H 1.6112 2.2876 4.2648
H 0.6074 3.6240 4.8622
H -0.2268 1.4284 2.1984
C 3.4671 0.7053 6.3783
C 4.4598 0.8246 5.2315
C 5.8800 1.0137 5.7421
O 4.0936 1.9007 4.3681
H 3.4727 1.6185 6.9803
H 2.4556 0.5668 5.9954
H 3.7109 -0.1358 7.0285
H 4.4107 -0.0723 4.6129
H 5.9522 1.9349 6.3269
H 6.5779 1.0951 4.9087
H 6.1886 0.1807 6.3751
H 4.1255 2.7154 4.8814
C -2.9812 5.1667 0.6482
C -3.3545 5.7684 1.9892
C -4.0326 7.1258 1.9080
O -2.1642 5.8349 2.7714
H -2.2484 5.7848 0.1220
H -2.5400 4.1923 0.8546
H -3.8440 5.0230 -0.0044
H -4.0122 5.0638 2.5015
H -3.3692 7.8527 1.4309
H -4.2667 7.4961 2.9062
H -4.9561 7.0734 1.3299
H -1.5575 6.4683 2.3745